Record 1
The following is a quantum chemistry calculation of a 2-piece molecular cluster, C4H8O2 overall at a distorted geometry, from the Open Molecules 2025 dataset.

## Properties
structure (SMILES): CC=O.CC=O
E_HOMO: -9.49 eV
M: 88.1 g mol⁻¹
Kohn-Sham gap: 10.32 eV
DFT total energy: -307.6524 a.u.

Each line ends with the natural charge from an NBO analysis.
CARTESIAN COORDINATES (ANGSTROEM)
C -0.162 -1.387 -2.691  -0.723
C -0.260 -0.950 -1.251  0.448
O 0.691 -0.859 -0.530  -0.525
H -0.390 -0.600 -3.405  0.239
H 0.842 -1.722 -2.923  0.233
H -0.865 -2.223 -2.762  0.229
H -1.279 -0.702 -0.910  0.099
C -0.456 1.048 2.072  -0.719
C 0.990 1.407 2.027  0.431
O 1.444 2.308 2.692  -0.537
H -0.491 0.294 2.866  0.240
H -1.024 1.940 2.312  0.236
H -0.726 0.575 1.131  0.221
H 1.687 0.870 1.371  0.127

Forces on atoms 1 to 3 (eV/Å):
0.0527 -0.4173 0.4923
0.2160 0.3092 -1.0577
0.1989 0.0338 0.5801


Record 2
The following is a quantum chemistry calculation of a 2-piece molecular cluster, C4H8O2 overall at a distorted geometry, from the Open Molecules 2025 dataset.

## Properties
structure (SMILES): C=C/C=C/O.O
E_HOMO: -8.60 eV
M: 88.1 g mol⁻¹
Kohn-Sham gap: 9.24 eV
DFT total energy: -307.6005 a.u.

Each line ends with the natural charge from an NBO analysis.
CARTESIAN COORDINATES (ANGSTROEM)
C 0.952 0.050 2.560  -0.369
C 0.075 0.013 1.594  -0.214
C 0.711 -0.065 0.217  -0.328
C 0.316 0.920 -0.642  0.139
O 0.706 0.658 -1.977  -0.712
H 0.610 0.075 3.604  0.189
H 1.958 0.117 2.389  0.190
H -1.027 0.023 1.676  0.214
H 1.374 -0.841 0.009  0.222
H -0.080 1.884 -0.424  0.188
H 0.354 1.378 -2.650  0.482
O -2.354 -1.351 -2.090  -0.950
H -1.858 -1.412 -2.914  0.473
H -1.738 -1.450 -1.352  0.477

Forces on atoms 1 to 3 (eV/Å):
-2.7499 0.0847 3.0141
0.6757 -0.2558 -1.9720
-3.7278 3.6621 0.5178


Record 3
The following is a quantum chemistry calculation of C4H8O2 as an isolated structure, from the Open Molecules 2025 dataset.

## Properties
E_HOMO: -9.57 eV
M: 88.1 g mol⁻¹
Kohn-Sham gap: 10.65 eV
DFT total energy: -307.6280 a.u.

Each line ends with the natural charge from an NBO analysis.
CARTESIAN COORDINATES (ANGSTROEM)
C -0.266 -1.719 1.133  -0.256
O -0.805 0.751 0.399  -0.535
C 0.248 1.650 0.015  -0.059
C 0.659 0.744 -1.155  -0.472
C -0.496 -0.137 -0.658  0.393
O -0.035 -1.387 -0.214  -0.553
H -1.265 -2.152 1.283  0.166
H -0.179 -0.847 1.793  0.191
H 0.512 -2.437 1.400  0.187
H 0.990 1.789 0.811  0.176
H -0.193 2.607 -0.269  0.177
H 1.618 0.231 -1.042  0.224
H 0.566 1.168 -2.157  0.212
H -1.354 -0.261 -1.338  0.148

Forces on atoms 1 to 3 (eV/Å):
-0.0395 -0.0127 0.5611
-0.1393 0.1128 0.0791
0.1426 0.3948 -0.0484


Record 4
The following is a quantum chemistry calculation of C4H8O2 as an isolated structure, from the Open Molecules 2025 dataset.

## Properties
E_HOMO (alpha / beta): -6.71 / -6.71 eV
M: 88.1 g mol⁻¹
Kohn-Sham gap (alpha / beta): 7.68 / 7.68 eV
DFT total energy: -307.5246 a.u.

Each line ends with the natural charge from an NBO analysis.
CARTESIAN COORDINATES (ANGSTROEM)
C 1.326 1.200 -0.594  -0.656
C 0.430 0.125 -0.085  -0.016
C -0.566 0.404 1.018  -0.113
O -1.624 -0.563 0.708  -0.463
C -1.402 -0.976 -0.523  0.510
O -0.389 -0.459 -1.085  -0.371
H 2.117 1.383 0.142  0.224
H 1.819 0.879 -1.517  0.229
H 0.821 2.164 -0.787  0.180
H 0.627 -1.749 0.399  0.024
H -0.196 0.177 2.023  0.197
H -1.032 1.412 1.029  0.143
H 0.167 -2.376 0.310  -0.093
H -2.098 -1.620 -1.038  0.206

Forces on atoms 1 to 3 (eV/Å):
0.0738 0.0284 -0.0138
-0.0083 0.2151 0.0775
0.1486 0.1334 0.1082


Record 5
The following is a quantum chemistry calculation of an isolated molecule of C4H8O2, from the Open Molecules 2025 dataset.

## Properties
structure (SMILES): CC(=O)CCO
E_HOMO: -9.94 eV
M: 88.1 g mol⁻¹
Kohn-Sham gap: 10.84 eV
DFT total energy: -307.6838 a.u.

Each line ends with the natural charge from an NBO analysis.
CARTESIAN COORDINATES (ANGSTROEM)
C 2.073 -0.074 -0.443  -0.724
C 0.726 0.300 0.140  0.615
O 0.592 1.347 0.748  -0.575
C -0.429 -0.657 -0.067  -0.541
C -1.771 -0.092 0.399  -0.059
O -2.041 1.168 -0.166  -0.722
H 2.773 -0.320 0.363  0.245
H 2.021 -0.919 -1.133  0.218
H 2.471 0.802 -0.960  0.245
H -0.468 -0.916 -1.132  0.229
H -0.193 -1.591 0.463  0.234
H -1.800 -0.053 1.498  0.165
H -2.575 -0.760 0.074  0.183
H -1.380 1.764 0.216  0.486

Forces on atoms 1 to 3 (eV/Å):
0.0251 0.0046 -0.0732
0.0580 0.2307 0.2204
0.0155 -0.4046 -0.2009


Record 6
The following is a quantum chemistry calculation of an isolated molecule of C4H8O2, from the Open Molecules 2025 dataset.

## Properties
E_HOMO: -8.16 eV
M: 88.1 g mol⁻¹
Kohn-Sham gap: 7.70 eV
DFT total energy: -307.5367 a.u.

Each line ends with the natural charge from an NBO analysis.
CARTESIAN COORDINATES (ANGSTROEM)
C 1.528 0.671 0.051  -0.700
C 0.707 -0.504 -0.302  0.238
O -0.270 -1.322 1.505  -0.765
C -1.139 -0.594 0.884  0.127
C -0.601 -0.374 -0.822  -0.090
O -1.007 0.849 -1.347  -0.700
H 0.902 1.513 0.366  0.235
H 2.258 0.436 0.825  0.248
H 2.054 0.998 -0.857  0.264
H 1.146 -1.489 -0.217  0.239
H -1.146 0.518 1.052  0.078
H -2.201 -0.934 0.870  0.140
H -1.000 -1.212 -1.390  0.218
H -1.232 1.444 -0.616  0.468

Forces on atoms 1 to 3 (eV/Å):
-0.0458 -0.0539 0.1107
-0.1041 0.1936 -0.1979
-0.0818 -0.0736 0.2122


Record 7
The following is a quantum chemistry calculation of an isolated molecule of C4H8O2 at a distorted geometry, from the Open Molecules 2025 dataset.

## Properties
E_HOMO: -8.36 eV
M: 88.1 g mol⁻¹
Kohn-Sham gap: 9.31 eV
DFT total energy: -307.5447 a.u.

Each line ends with the natural charge from an NBO analysis.
CARTESIAN COORDINATES (ANGSTROEM)
C 2.013 0.301 -0.383  -0.249
O 0.718 -0.221 -0.563  -0.533
C 0.085 -0.525 0.651  -0.107
C -1.388 -0.837 0.450  -0.090
C -1.508 1.436 0.014  0.079
O -2.204 0.334 0.176  -0.469
H 2.415 0.529 -1.374  0.195
H 2.682 -0.426 0.106  0.160
H 2.008 1.228 0.214  0.174
H 0.193 0.298 1.373  0.197
H 0.534 -1.429 1.092  0.173
H -1.799 -1.278 1.363  0.194
H -1.535 -1.514 -0.396  0.202
H -2.279 2.213 -0.156  0.074

Forces on atoms 1 to 3 (eV/Å):
0.2461 0.0686 -0.0326
-0.0421 -0.1656 -0.0717
-0.1022 -0.2635 0.2483


Record 8
The following is a quantum chemistry calculation of an isolated molecule of C4H8O2, from the Open Molecules 2025 dataset.

## Properties
structure (SMILES): CC[C@@H](O)C=O
E_HOMO: -10.17 eV
M: 88.1 g mol⁻¹
Kohn-Sham gap: 10.98 eV
DFT total energy: -307.6697 a.u.

Each line ends with the natural charge from an NBO analysis.
CARTESIAN COORDINATES (ANGSTROEM)
C 0.835 1.168 1.193  -0.601
C -0.008 0.895 -0.052  -0.410
C 0.086 -0.563 -0.562  -0.008
O 0.534 -1.432 0.443  -0.712
C -1.243 -1.060 -1.104  0.428
O -1.609 -2.195 -0.908  -0.532
H 0.812 2.241 1.425  0.208
H 1.877 0.855 1.065  0.213
H 0.439 0.622 2.052  0.220
H 0.304 1.555 -0.867  0.207
H -1.053 1.156 0.170  0.198
H 0.776 -0.599 -1.428  0.178
H 0.101 -2.287 0.285  0.490
H -1.850 -0.357 -1.712  0.121

Forces on atoms 1 to 3 (eV/Å):
0.0425 0.0254 0.0397
-0.1017 -0.0117 -0.0685
-0.0712 0.1780 -0.0199


Record 9
The following is a quantum chemistry calculation of C4H8O2 as an isolated structure at a distorted geometry, from the Open Molecules 2025 dataset.

## Properties
E_HOMO: -10.41 eV
M: 88.1 g mol⁻¹
Kohn-Sham gap: 11.24 eV
DFT total energy: -307.5315 a.u.

Each line ends with the natural charge from an NBO analysis.
CARTESIAN COORDINATES (ANGSTROEM)
C -1.009 1.364 0.522  -0.621
C -0.639 0.274 -0.379  -0.292
C -1.688 -0.969 -0.343  -0.541
C 0.832 -0.235 0.005  0.760
H -1.356 0.800 1.747  0.196
H -2.102 1.857 0.250  0.237
H -0.112 1.978 0.611  0.233
H -0.594 0.464 -1.763  0.214
H -2.566 -0.598 -0.473  0.191
H -1.837 -1.425 0.777  0.199
H -1.574 -1.478 -1.074  0.178
H 2.362 0.158 0.150  0.495
O 1.778 0.706 -0.479  -0.681
O 1.072 -1.251 0.596  -0.570

Forces on atoms 1 to 3 (eV/Å):
-3.7874 -0.0019 3.0152
0.0711 -4.2128 -3.7813
3.8281 5.6027 11.9707